Density functional theory data (wB97M-V/def2-TZVPD) for C51H49O4SbTeW as an isolated structure.

LUMO level (alpha / beta): -6.06 / -6.06 eV
Charge: +2
Spin multiplicity: 1
HOMO-LUMO gap (alpha / beta): 7.630 / 7.629 eV

Cartesian coordinates (Å):
W1 0.32676 -0.55429 -0.69403
C1 -3.33142 -3.34514 1.84077
C2 -2.44224 -2.56977 2.79220
C3 -2.67438 -2.91885 4.23921
O1 -1.06931 -2.82427 2.46595
C4 -0.61750 -1.86655 1.57325
C5 -1.60384 -0.65914 1.75570
O2 -2.56176 -1.15517 2.64504
C6 -2.29734 0.00084 0.46847
O3 -1.45060 -0.25939 -0.73446
C7 -2.25904 1.52507 0.57717
C8 -1.06509 2.15028 0.94266
C9 -0.96357 3.52963 0.98663
C10 -2.06284 4.31403 0.65869
C11 -3.24487 3.70523 0.27479
C12 -3.34346 2.31859 0.22683
C13 -3.66623 -0.56348 0.15651
C14 -3.90892 -1.28304 -1.00628
C15 -5.17465 -1.79282 -1.27004
C16 -6.21145 -1.57475 -0.37888
C17 -5.98004 -0.83603 0.77490
C18 -4.71748 -0.33599 1.04432
C19 0.90081 -1.63417 1.88449
O4 1.43094 -0.93879 0.67406
C20 1.10836 -0.72920 3.08024
C21 1.63197 0.55381 2.95507
C22 1.76746 1.36339 4.07621
C23 1.38191 0.89981 5.32341
C24 0.87830 -0.38800 5.45228
C25 0.74825 -1.20359 4.33980
C26 1.69761 -2.92594 1.92643
C27 2.96590 -2.89793 2.49863
C28 3.77924 -4.02016 2.46099
C29 3.33230 -5.18320 1.85222
C30 2.06773 -5.22000 1.28232
C31 1.25418 -4.09735 1.31587
H1 -3.22404 -4.41019 2.04395
H2 -3.05884 -3.15685 0.80199
H3 -4.37446 -3.06398 1.97424
H4 -2.46544 -3.97429 4.40659
H5 -3.71470 -2.72667 4.49796
H6 -2.03407 -2.31055 4.87509
H7 -0.67783 -2.26803 0.52126
H8 -1.07874 0.14261 2.27423
H9 -0.18589 1.57221 1.22862
H10 -0.03293 3.98894 1.29280
H11 -1.99555 5.39280 0.70414
H12 -4.10474 4.30779 0.01313
H13 -4.27376 1.86565 -0.08364
H14 -3.11656 -1.44513 -1.72394
H15 -5.34884 -2.35242 -2.17965
H16 -7.19857 -1.96614 -0.58455
H17 -6.78782 -0.64905 1.47003
H18 -4.55204 0.23419 1.94784
H19 1.96964 0.92543 1.99696
H20 2.18626 2.35591 3.96845
H21 1.48654 1.53027 6.19597
H22 0.59547 -0.76395 6.42648
H23 0.38023 -2.21519 4.44911
H24 3.31994 -1.99621 2.98190
H25 4.76001 -3.98648 2.91585
H26 3.96162 -6.06273 1.83296
H27 1.70491 -6.13328 0.82890
H28 0.25366 -4.16939 0.91106
C32 -0.66928 -3.79528 -2.34925
Te1 0.90743 -2.38274 -2.58704
C33 0.11584 -1.46232 -4.33443
H29 -0.66276 -4.44377 -3.22261
H30 -1.62995 -3.29672 -2.24965
H31 -0.44629 -4.38003 -1.45988
H32 -0.84936 -1.01472 -4.11381
H33 0.01538 -2.23218 -5.09552
H34 0.83444 -0.71209 -4.65630
C34 4.36977 3.66166 1.43814
C35 3.31850 4.36538 0.86759
C36 2.53854 3.77436 -0.11773
C37 2.81794 2.47499 -0.53002
C38 3.87238 1.76769 0.04428
C39 4.64945 2.36530 1.02477
Sb1 1.56805 1.54046 -1.94233
C40 2.74878 0.92198 -3.57485
C41 3.69095 -0.08722 -3.37836
C42 4.42873 -0.56913 -4.44911
C43 4.21936 -0.05144 -5.72164
C44 3.28256 0.95298 -5.92031
C45 2.54654 1.44273 -4.84900
C46 0.31243 3.03466 -2.68435
C47 -1.07051 2.90082 -2.62775
C48 -1.87388 3.90409 -3.15161
C49 -1.29825 5.02865 -3.72478
C50 0.08361 5.16358 -3.77250
C51 0.89571 4.16623 -3.25353
H35 4.97925 4.12698 2.20142
H36 3.10987 5.37948 1.18236
H37 1.72377 4.33126 -0.56443
H38 4.10305 0.75342 -0.26409
H39 5.47426 1.82084 1.46498
H40 3.87491 -0.49522 -2.38971
H41 5.17048 -1.34118 -4.29323
H42 4.79305 -0.42719 -6.55809
H43 3.12602 1.35962 -6.91048
H44 1.81663 2.22672 -5.01526
H45 -1.53156 2.03789 -2.16399
H46 -2.95061 3.80677 -3.10804
H47 -1.92775 5.80786 -4.13323
H48 0.52982 6.04485 -4.21344
H49 1.97360 4.28103 -3.29235



Density functional theory data (wB97M-V/def2-TZVPD) for C51H50AsF4N7PSeSn as an isolated structure.

LUMO level (alpha / beta): -9.31 / -9.06 eV
Charge: +3
Spin multiplicity: 1
HOMO-LUMO gap (alpha / beta): 5.047 / 5.321 eV

Cartesian coordinates (Å):
Sn1 -0.43605 -0.23178 -0.04967
C1 -0.38417 -2.29316 -2.57607
N1 0.16977 -0.96814 -2.22036
C2 1.64624 -0.99361 -2.33912
C3 -0.38300 0.09027 -3.09627
C4 -1.89131 0.21114 -2.99217
N2 -2.27256 0.29742 -1.58320
C5 -3.51338 0.63072 -1.23192
C6 -3.80838 0.83757 0.15467
F1 -2.81662 0.72228 1.03860
C7 -5.05186 1.17003 0.60538
F2 -5.23757 1.35664 1.90225
C8 -6.11610 1.31177 -0.28337
C9 -5.88375 1.10975 -1.63619
F3 -6.87696 1.21592 -2.50055
C10 -4.63557 0.78891 -2.11287
F4 -4.50094 0.58794 -3.41397
H1 -0.24695 -2.48391 -3.64573
H2 -1.44185 -2.34870 -2.33009
H3 0.13398 -3.05882 -2.00394
H4 1.94889 -1.22469 -3.36368
H5 2.05205 -1.75261 -1.66990
H6 2.05950 -0.02407 -2.05733
H7 -0.10917 -0.09402 -4.13920
H8 0.06968 1.03621 -2.79194
H9 -2.38593 -0.63750 -3.46692
H10 -2.19982 1.09791 -3.54418
H11 -7.10617 1.57107 0.07283
C11 -0.55362 -5.77177 -0.64067
N3 -1.94662 -5.34606 -0.53176
C12 -3.02246 -6.09392 -0.98565
C13 -4.13594 -5.40864 -0.67395
N4 -3.73113 -4.25082 -0.03153
C14 -4.62739 -3.22033 0.48287
C15 -2.39022 -4.21514 0.04668
Se1 -1.37261 -2.87065 0.86354
H12 -0.41048 -6.69853 -0.08936
H13 0.08138 -4.99982 -0.21785
H14 -0.29916 -5.93787 -1.68585
H15 -2.89950 -7.04449 -1.47683
H16 -5.17129 -5.64531 -0.85045
H17 -5.62601 -3.63877 0.56080
H18 -4.64459 -2.36311 -0.18867
H19 -4.28815 -2.89988 1.46292
N5 4.33202 9.15894 -4.19534
C16 3.88692 8.28902 -3.58991
C17 3.33193 7.18762 -2.83995
C18 2.63993 6.17725 -3.50203
C19 2.11204 5.11663 -2.78811
C20 2.28775 5.05856 -1.41438
C21 2.97191 6.06054 -0.74795
C22 3.48877 7.12875 -1.45976
N6 1.75506 3.94899 -0.66645
C23 1.44662 3.94159 0.67700
C24 0.95917 2.70582 0.94985
N7 0.96214 1.94207 -0.20079
C25 1.44089 2.72711 -1.15011
H20 2.50851 6.23261 -4.57413
H21 1.54669 4.35903 -3.31573
H22 3.12638 6.01533 0.32180
H23 4.02121 7.91757 -0.94632
H24 1.57440 4.80181 1.31084
H25 0.60655 2.31704 1.89348
H26 1.62068 2.44232 -2.17417
C26 3.55818 -0.14021 2.74042
C27 4.25850 -0.72317 3.96372
As1 5.14869 -2.44133 3.76560
C28 6.82419 -2.15464 2.92548
C29 7.19285 -0.91562 2.40257
C30 8.44998 -0.76706 1.83990
C31 9.31665 -1.85310 1.77126
C32 8.94122 -3.09051 2.28207
C33 7.69058 -3.24841 2.85407
C34 5.53812 -3.03049 5.56138
C35 4.86772 -4.09902 6.14274
C36 5.15624 -4.43520 7.45794
C37 6.10091 -3.70711 8.16925
C38 6.77077 -2.64391 7.57261
C39 6.50356 -2.30087 6.25514
P1 2.10191 -1.08607 2.06810
C40 1.10060 -1.35736 3.56925
C41 -0.03116 -0.55638 3.72285
C42 -0.81749 -0.63546 4.86597
C43 -0.47129 -1.51579 5.87918
C44 0.64997 -2.32538 5.74154
C45 1.42629 -2.25148 4.59489
C46 2.86559 -2.70347 1.68673
C47 4.06101 -2.71602 0.95060
C48 4.63564 -3.91248 0.53726
C49 4.01739 -5.11661 0.83882
C50 2.81698 -5.11828 1.54159
C51 2.23845 -3.92604 1.95634
H27 4.24806 0.01593 1.90856
H28 3.16521 0.84466 3.00316
H29 3.55155 -0.86470 4.77881
H30 5.04161 -0.05214 4.32592
H31 6.52853 -0.06238 2.45947
H32 8.75940 0.19836 1.46168
H33 10.29090 -1.73333 1.31522
H34 9.62418 -3.92864 2.23697
H35 7.39559 -4.20988 3.25703
H36 4.13922 -4.67124 5.58276
H37 4.64803 -5.26987 7.92267
H38 6.32630 -3.97364 9.19366
H39 7.51185 -2.08266 8.12638
H40 7.04805 -1.49112 5.78519
H41 -0.29954 0.15248 2.94793
H42 -1.69936 -0.01463 4.96193
H43 -1.07280 -1.57249 6.77832
H44 0.91874 -3.01641 6.53121
H45 2.27943 -2.90984 4.49435
H46 4.54551 -1.78302 0.68170
H47 5.56493 -3.89960 -0.01843
H48 4.46118 -6.05065 0.51729
H49 2.32882 -6.05822 1.77078
H50 1.29455 -3.94418 2.48561



Density functional theory data (wB97M-V/def2-TZVPD) for C51H50ClGe2N2O3PV as an isolated structure.

LUMO level (alpha / beta): -0.86 / -0.83 eV
Spin multiplicity: 4
Expectation value of S²: 3.765
HOMO-LUMO gap (alpha / beta): 6.166 / 6.832 eV

Cartesian coordinates (Å):
V1 0.32927 -0.76860 -0.13501
Cl1 -0.89824 4.81848 4.56955
C1 -0.92140 3.52626 3.40275
C2 -2.00448 3.41941 2.50642
C3 -2.04017 2.41491 1.58497
C4 -0.99315 1.45233 1.47407
O1 -1.06407 0.55268 0.57009
C5 0.08320 1.56267 2.40921
C6 1.14412 0.62398 2.49546
N1 1.35744 -0.38394 1.70919
C7 2.39897 -1.28240 2.01398
C8 2.93193 -1.50053 3.26059
C9 4.03852 -2.35533 3.43020
C10 4.61332 -2.98112 2.36095
C11 4.05393 -2.82481 1.07089
C12 4.57304 -3.46054 -0.08158
C13 3.94527 -3.29318 -1.27728
C14 2.76655 -2.52303 -1.32896
N2 2.24844 -1.91755 -0.28668
C15 2.91266 -2.01986 0.90921
C16 0.08760 2.61705 3.35813
H1 -2.80906 4.14150 2.55423
H2 -2.86353 2.32384 0.88836
H3 1.84191 0.78556 3.31963
H4 2.48791 -1.03082 4.12782
H5 4.43909 -2.50574 4.42395
H6 5.48086 -3.61663 2.48503
H7 5.46280 -4.07308 0.00251
H8 4.31410 -3.75741 -2.18114
H9 2.23791 -2.41313 -2.26252
H10 0.91249 2.68983 4.05735
C17 4.65096 0.96291 -0.79399
C18 3.32199 1.31940 -0.12835
Ge1 1.74654 1.15126 -1.36050
C19 0.77921 2.86545 -1.19675
C20 1.58214 4.02698 -1.78389
C21 2.55176 1.03071 -3.13499
C22 1.91558 0.17083 -3.93182
Ge2 0.30424 -0.54184 -2.98574
C23 0.06759 -2.47597 -3.37824
C24 0.91615 -3.03112 -4.52288
C25 -1.20016 0.56113 -3.60800
C26 -2.17750 -0.17771 -4.51914
C27 2.29040 -0.09020 -5.33834
C28 1.34534 -0.05036 -6.36277
C29 1.71073 -0.29794 -7.67654
C30 3.02747 -0.60574 -7.99136
C31 3.97775 -0.65203 -6.98081
C32 3.61242 -0.39280 -5.66823
H11 5.47882 1.04452 -0.08473
H12 4.87258 1.61932 -1.63568
H13 4.64032 -0.06146 -1.17649
H14 3.31944 2.36420 0.19703
H15 3.19998 0.71874 0.76559
H16 0.57615 3.02997 -0.13545
H17 -0.18915 2.77532 -1.69328
H18 2.56208 4.12067 -1.30889
H19 1.06216 4.97791 -1.64871
H20 1.74801 3.88748 -2.85393
H21 3.39206 1.62967 -3.48864
H22 -0.99381 -2.57638 -3.61211
H23 0.21413 -3.03806 -2.45650
H24 0.63418 -2.59177 -5.47971
H25 0.79237 -4.11429 -4.60108
H26 1.98394 -2.83030 -4.39804
H27 -0.73832 1.40651 -4.12653
H28 -1.72394 0.94193 -2.73269
H29 -1.67817 -0.62950 -5.38034
H30 -2.93797 0.50664 -4.90093
H31 -2.69457 -0.96429 -3.97086
H32 0.31631 0.19067 -6.12597
H33 0.96440 -0.25189 -8.45976
H34 3.31028 -0.80841 -9.01612
H35 5.00748 -0.89148 -7.21547
H36 4.35203 -0.43343 -4.87682
O2 -3.21655 -0.57214 -1.61857
C33 -2.53023 -1.33114 -0.96350
O3 -1.26351 -1.54463 -1.15262
C34 -3.18168 -2.14628 0.13735
C35 -4.57245 -2.18835 0.14081
C36 -5.26216 -2.93198 1.08253
C37 -4.55904 -3.63816 2.04856
C38 -3.17528 -3.58848 2.06490
C39 -2.47017 -2.84777 1.11539
P1 -0.64116 -2.81417 1.19660
C40 -0.34453 -3.08172 2.98059
C41 -0.59854 -1.96626 3.78298
C42 -0.38147 -2.01373 5.14967
C43 0.10205 -3.17921 5.73312
C44 0.33908 -4.29690 4.94747
C45 0.10992 -4.25256 3.57738
C46 -0.17300 -4.36339 0.35508
C47 -1.01183 -4.93552 -0.59750
C48 -0.58596 -6.02418 -1.34675
C49 0.67822 -6.55762 -1.14965
C50 1.52100 -5.99676 -0.19840
C51 1.10191 -4.90220 0.54062
H37 -5.09250 -1.62085 -0.61864
H38 -6.34408 -2.95875 1.06453
H39 -5.08582 -4.22183 2.79268
H40 -2.63525 -4.12851 2.83249
H41 -0.97687 -1.05755 3.32531
H42 -0.58942 -1.14352 5.75983
H43 0.27862 -3.21960 6.80037
H44 0.69505 -5.21222 5.40311
H45 0.27719 -5.13793 2.97941
H46 -1.99867 -4.52204 -0.76335
H47 -1.24686 -6.45499 -2.08798
H48 1.00712 -7.40793 -1.73317
H49 2.50976 -6.40747 -0.03565
H50 1.77092 -4.46715 1.27244



Density functional theory data (wB97M-V/def2-TZVPD) for C51H52Br2N4O3PRuS2 as an isolated structure in a non-equilibrium geometry.

LUMO level (alpha / beta): -7.92 / -10.07 eV
Charge: +3
Spin multiplicity: 5
Expectation value of S²: 6.043
HOMO-LUMO gap (alpha / beta): 6.526 / 4.378 eV

Cartesian coordinates (Å):
Ru1 0.02363 -0.69693 0.47482
C1 -2.95389 1.21952 0.57725
C2 -1.82050 1.94595 1.22247
C3 -1.97822 3.25642 1.70778
C4 -0.95463 3.87792 2.36726
C5 0.24950 3.18389 2.59790
C6 1.37352 3.68643 3.34315
Br1 1.38228 5.43470 3.94253
C7 2.47559 2.88438 3.64023
C8 2.53493 1.58986 3.18610
Br2 3.95937 0.48370 3.63129
C9 1.49363 1.05998 2.35522
O1 1.53563 -0.10632 1.86936
C10 0.33970 1.89950 2.08785
N1 -0.65587 1.31864 1.38118
H1 -3.85344 1.29061 1.19417
H2 -2.70561 0.16681 0.44455
H3 -3.15366 1.65401 -0.40612
H4 -2.92821 3.75599 1.56829
H5 -1.07586 4.88625 2.74316
H6 3.28666 3.28082 4.23774
C11 -2.65150 -1.30800 4.07591
C12 -1.16523 -0.95977 4.00550
C13 -0.54967 -0.77332 5.39194
C14 -0.34446 -1.98506 3.21857
C15 -0.56968 -3.42362 3.64893
O2 -1.45450 -3.94727 2.61450
C16 -1.45742 -3.14215 1.58956
N2 -0.76778 -2.02945 1.76962
C17 -2.26796 -3.59572 0.45231
C18 -3.12075 -4.67805 0.70113
C19 -3.93676 -5.18239 -0.29504
C20 -3.89994 -4.62136 -1.56042
C21 -3.05461 -3.55160 -1.82063
C22 -2.23854 -3.02402 -0.82896
P1 -1.04606 -1.74452 -1.32219
C23 0.26366 -2.70482 -2.14389
C24 1.39296 -3.08216 -1.41050
C25 2.37061 -3.88508 -1.97582
C26 2.22223 -4.32451 -3.28441
C27 1.09386 -3.97239 -4.01468
C28 0.11329 -3.16961 -3.44883
C29 -1.87428 -0.71229 -2.52958
C30 -1.17165 -0.21967 -3.62732
C31 -1.83203 0.55088 -4.56970
C32 -3.17584 0.85774 -4.40028
C33 -3.86799 0.39827 -3.28361
C34 -3.22011 -0.38637 -2.34755
H7 -3.18981 -0.52410 4.61044
H8 -2.83046 -2.23838 4.62198
H9 -3.10482 -1.39737 3.08326
H10 -1.07386 -0.02080 3.45885
H11 -0.55966 -1.70466 5.96670
H12 -1.11592 -0.03602 5.96205
H13 0.48910 -0.42998 5.32932
H14 0.70404 -1.72518 3.28562
H15 -1.06932 -3.52691 4.60478
H16 0.32973 -4.03030 3.64614
H17 -3.14942 -5.11758 1.68639
H18 -4.59482 -6.01555 -0.08106
H19 -4.52483 -5.01645 -2.35120
H20 -3.03347 -3.12834 -2.81684
H21 1.50669 -2.77807 -0.37625
H22 3.24060 -4.17706 -1.39857
H23 2.98219 -4.95427 -3.73196
H24 0.97181 -4.33029 -5.03024
H25 -0.76244 -2.90858 -4.03058
H26 -0.11925 -0.44430 -3.75220
H27 -1.30024 0.90387 -5.44510
H28 -3.69237 1.44850 -5.14742
H29 -4.91857 0.63273 -3.15718
H30 -3.77105 -0.76897 -1.49553
C35 0.50402 3.18735 -4.56050
N3 -0.71772 3.94558 -4.32390
C36 -0.79746 5.16023 -5.15084
C37 -1.51896 3.70794 -3.25825
S1 -0.95095 2.80334 -1.91291
N4 -2.77821 4.20846 -3.27686
C38 -3.56205 4.38966 -2.06572
C39 -3.57409 4.39991 -4.49547
H31 0.66709 3.13186 -5.63924
H32 0.40637 2.18984 -4.15139
H33 1.36555 3.67857 -4.09972
H34 0.21003 5.56254 -5.25335
H35 -1.40445 5.91726 -4.67023
H36 -1.18175 4.96001 -6.15090
H37 -2.90671 4.49054 -1.20961
H38 -4.24092 3.54421 -1.90930
H39 -4.15913 5.29644 -2.17287
H40 -3.10909 3.91262 -5.34328
H41 -3.73741 5.45313 -4.72536
H42 -4.55076 3.93819 -4.33601
O3 1.28614 0.14690 -0.93290
S2 2.82680 0.02763 -0.65816
C40 3.52916 -0.05243 -2.28591
C41 4.76940 -0.66043 -2.41901
C42 5.37172 -0.65998 -3.67010
C43 4.72376 -0.07744 -4.75124
C44 3.46676 0.50308 -4.59744
C45 2.85613 0.52657 -3.35369
C46 3.30942 1.69520 -0.22288
C47 4.60893 1.91033 0.21680
C48 4.98391 3.19915 0.56397
C49 4.06558 4.24278 0.47582
C50 2.77082 4.00565 0.02837
C51 2.37690 2.71990 -0.32601
H43 5.25849 -1.12727 -1.56889
H44 6.34198 -1.12359 -3.79934
H45 5.20053 -0.07579 -5.72322
H46 2.96692 0.94544 -5.45109
H47 1.88430 0.98643 -3.20518
H48 5.32312 1.09566 0.28726
H49 5.99715 3.39104 0.89647
H50 4.36873 5.24785 0.74618
H51 2.06411 4.82369 -0.06509
H52 1.38013 2.53110 -0.71506



Q: Among the records above, which one has the highest spin multiplicity?
A: C51H52Br2N4O3PRuS2



Q: spin multiplicity of number 3 (C51H50ClGe2N2O3PV)?
A: 4